[1]
85
Properties=species:S:1:pos:R:3:forces:R:3:lowdin_charge:R:1 method="wB97M-V/def2-TZVPD" multiplicity=1 charge=+2 lumo_energy_ev="-8.153 / -7.954" e_tot_ev=-61142.5450 homo_energy_ha="-0.4445 / -0.4557"
Sn 0.018120 0.152491 0.024574 -1.19 0.15 0.46 1.1199
C -2.012639 1.720649 0.348302 0.14 -0.59 1.28 -0.3477
C -2.447321 0.800975 -0.658405 -0.42 0.12 -0.48 -0.2954
C -2.213356 -0.398711 1.294841 -0.26 0.02 -0.90 -0.3182
C -1.958110 0.993577 1.570161 0.32 0.71 -0.62 -0.3023
C -2.577392 -0.505308 -0.073218 0.51 -0.02 0.86 -0.3060
C -1.959872 3.202991 0.198807 -0.38 0.21 -0.17 -0.0272
H -1.614888 3.532658 -0.783638 -0.03 -0.14 -0.01 0.0815
H -1.343784 3.704938 0.941072 0.01 -0.09 0.12 0.0605
H -2.979564 3.586635 0.322518 0.13 0.17 -0.05 0.1127
C -1.915624 1.585134 2.930953 0.37 -0.03 0.65 -0.0238
H -1.679912 2.655381 2.919759 -0.30 -0.24 -0.02 0.0822
H -1.158912 1.108075 3.571829 -0.40 0.18 -0.30 0.0117
H -2.883394 1.429201 3.437214 0.25 0.19 -0.22 0.1212
C -2.375054 -1.478578 2.309205 -0.37 -0.10 0.22 -0.0281
H -3.442245 -1.587358 2.545980 0.14 -0.07 0.01 0.1171
H -1.867875 -1.266837 3.250442 -0.03 0.14 -0.12 0.0466
H -2.031615 -2.458109 1.961552 -0.03 0.15 -0.02 0.0709
C -3.316701 -1.674806 -0.616354 -0.28 -0.16 -0.25 -0.0234
H -4.379768 -1.477536 -0.403445 0.15 -0.27 -0.26 0.1175
H -3.057988 -2.605445 -0.102264 -0.09 0.21 -0.05 0.0688
H -3.197651 -1.839156 -1.693833 -0.05 0.15 0.19 0.0841
C -3.137668 1.296647 -1.886505 0.19 -0.09 -0.01 0.0053
H -4.078701 1.738653 -1.496651 0.25 -0.17 -0.55 0.1262
H -3.348057 0.503791 -2.610507 -0.12 0.19 0.22 0.0756
H -2.575517 2.089047 -2.401707 -0.19 -0.17 0.19 0.0841
C 1.368461 0.615538 -3.172777 0.30 -0.58 -0.61 -0.1612
C 0.367059 1.470330 -3.323003 -0.59 0.10 -0.36 -0.1425
C -0.248374 1.740611 -4.682168 0.04 0.84 -0.03 -0.1594
C -1.135070 0.587860 -5.269523 -0.27 0.09 -0.53 -0.1677
C -1.243020 -0.686004 -4.478223 0.17 -0.38 0.52 -0.1155
C -0.203533 -1.532363 -4.373850 -0.44 0.14 0.33 -0.1180
C 1.124746 -1.225544 -5.016466 0.15 -0.44 -0.50 -0.1775
C 1.994307 -0.100713 -4.362341 0.74 0.11 0.23 -0.1659
H 0.540163 1.981117 -5.426988 -0.37 -0.14 0.53 0.1187
H -0.698065 0.334970 -6.255623 -0.41 0.13 0.38 0.1156
H -0.875889 2.654442 -4.614480 0.40 -0.50 -0.04 0.1111
H 2.273032 0.628868 -5.156553 -0.19 -0.39 0.63 0.1206
H 1.739256 0.282269 -2.197992 -0.04 0.40 -0.01 0.0317
H -0.150419 1.945765 -2.484029 0.33 -0.18 0.04 0.0650
H 2.949005 -0.563374 -4.028900 -0.51 0.37 -0.22 0.1064
H 1.722355 -2.156989 -5.035042 -0.27 0.50 -0.15 0.1103
H -0.269948 -2.491573 -3.821805 -0.21 0.67 -0.32 0.0985
H 0.953954 -0.927681 -6.072065 0.08 -0.32 0.52 0.1173
H -2.149821 0.988120 -5.452873 0.53 -0.23 0.01 0.1147
H -2.215810 -0.873509 -3.982983 0.71 -0.19 -0.36 0.0916
P 1.628028 2.056225 0.875327 -0.51 -0.74 -0.11 0.6766
C 1.176827 2.789151 2.456007 0.21 0.04 0.13 -0.2243
H 2.075651 3.394032 2.651443 -0.44 0.16 0.48 0.0752
H 1.014700 2.047667 3.258918 0.17 0.51 -0.60 -0.0018
H 0.281196 3.421390 2.332908 0.55 -0.21 0.13 0.0532
C 3.297086 1.384202 1.045342 -0.01 0.24 -0.01 -0.2270
H 3.816889 2.257492 1.477967 0.51 -0.61 -0.24 0.0747
H 3.693683 1.095212 0.052277 -0.06 0.33 0.56 0.0690
H 3.324456 0.525984 1.738237 0.01 0.61 -0.47 0.0063
C 1.759964 3.483778 -0.223490 0.06 -0.18 0.15 -0.2106
H 2.226845 3.178745 -1.179802 -0.24 0.39 0.48 0.0680
H 2.412708 4.127930 0.395231 -0.20 0.24 -0.78 0.0718
H 0.761989 3.942367 -0.375390 0.71 -0.19 0.04 0.0558
P 0.829382 -2.365414 -0.022632 0.00 0.49 1.55 0.7061
C -0.460450 -3.562264 -0.473261 0.28 0.07 -0.68 -0.2116
H 0.172473 -4.377775 -0.852366 -0.71 -0.28 -0.11 0.0728
H -1.190332 -3.197019 -1.221522 0.60 -0.37 0.37 0.0457
H -0.954103 -3.864107 0.472857 0.25 0.15 -0.69 0.0631
C 2.471133 -2.503617 -0.786273 -0.37 -0.38 -0.35 -0.2206
H 2.352501 -2.614402 -1.877314 0.50 -0.03 0.43 0.0593
H 2.859148 -3.402016 -0.271127 0.32 0.31 -0.79 0.0650
H 3.101092 -1.627778 -0.522808 -0.48 -0.49 -0.22 0.0593
C 1.218033 -3.088675 1.594998 -0.25 0.07 -0.42 -0.3034
H 1.410123 -4.134336 1.289195 0.19 0.21 0.68 0.0816
H 0.293729 -3.042466 2.210255 0.97 -0.08 -0.34 0.0191
H 2.114156 -2.593143 2.034111 -0.84 -0.65 -0.15 0.0423
C 0.463481 -2.279350 4.411773 -0.15 -0.13 -0.41 -0.2131
Si 0.863234 -0.622794 3.597430 0.44 -0.25 0.52 0.5964
C 0.419984 0.423417 5.099997 -0.20 0.18 -0.32 -0.2172
C 2.732319 -0.574674 3.700489 0.12 0.15 -0.18 -0.2304
H -0.589251 -2.567966 4.311738 0.29 -0.15 0.26 0.0363
H 0.693861 -2.036346 5.462578 -0.20 -0.46 -0.31 0.0528
H 1.114987 -3.079010 4.038120 -0.28 0.18 0.50 0.0326
H 0.563929 1.506764 5.029115 -0.12 -0.30 0.37 0.0352
H -0.606843 0.167051 5.393055 0.29 0.29 0.23 0.0538
H 1.133423 -0.032824 5.814605 -0.41 0.55 -0.08 0.0561
H 2.844210 -1.048282 4.695880 0.41 0.21 -0.47 0.0621
H 3.287234 -1.134821 2.936721 0.03 0.11 0.41 0.0251
H 3.085660 0.466561 3.736439 0.10 -0.43 0.19 0.0374


[2]
79
Properties=species:S:1:pos:R:3:forces:R:3:lowdin_charge:R:1 method="wB97M-V/def2-TZVPD" multiplicity=1 charge=+2 lumo_energy_ev="-7.061 / -7.061" relative_energy_ev=5.231 e_tot_ev=-128187.5001 homo_energy_ha="-0.4616 / -0.4611"
N -6.006612 4.030744 -4.024683 0.14 0.02 0.32 0.0859
C -5.866863 4.569173 -2.815909 0.69 -0.48 0.23 -0.1034
C -4.953771 4.089010 -1.864833 0.20 -0.68 -0.40 0.0141
C -4.110911 2.992171 -2.192038 -1.61 -0.40 -1.18 -0.2004
C -4.234621 2.468185 -3.519110 -0.42 0.31 0.14 0.0123
C -5.212048 3.009284 -4.369138 0.18 0.07 0.35 -0.1071
C -3.174048 2.487928 -1.221926 0.76 0.00 -0.51 0.0005
Sn -1.162192 0.241306 0.057324 0.85 -0.70 1.15 1.4806
P 3.737303 -0.533858 0.289901 0.94 2.72 -0.61 1.0709
C -2.026655 1.763673 -1.542533 -0.56 1.40 -0.41 -0.3032
C -0.670233 2.318271 -1.199497 0.66 0.30 0.60 -0.4092
C 0.422415 1.841170 -1.970297 -0.49 0.28 1.25 -0.0733
C 1.724485 2.105812 -1.529596 0.27 -0.72 -0.75 -0.0525
C 1.961931 2.534886 -0.218023 0.79 -0.01 -0.97 -0.1037
C 0.959779 3.266456 0.388939 -1.05 0.28 0.98 -0.0934
C -0.358993 3.192925 -0.096687 -0.24 -0.80 -0.43 -0.0360
Br 2.488582 2.012091 2.998231 -1.19 0.64 1.75 0.2538
H -3.335892 2.832150 -0.197436 0.56 0.59 -0.28 0.1290
H -1.999206 1.035391 -2.376261 -0.21 1.08 -0.20 0.1044
H -4.884484 4.570740 -0.897678 -0.04 -0.08 0.04 0.1152
H -3.627720 1.637124 -3.895349 -0.19 0.37 0.30 0.1107
H -6.500566 5.407565 -2.561244 -0.08 0.04 -0.10 0.1176
H -5.407865 2.640812 -5.382128 0.39 -0.11 0.44 0.1216
H 0.231326 1.141495 -2.776623 0.14 0.48 -0.42 0.1168
H -1.162985 3.688667 0.456817 0.33 -0.10 -0.28 0.1243
H 2.513424 1.922435 -2.290066 -0.21 -0.36 1.10 0.1308
H 1.156375 3.848779 1.319801 -0.11 -0.72 -0.86 0.0986
P -0.946704 -2.652438 0.052784 1.03 1.17 0.82 0.8257
C 4.001290 1.066631 0.790755 2.13 -4.71 1.15 -0.5213
C 5.153117 2.018004 0.551407 -1.31 1.58 -1.26 -0.1169
H 3.501686 1.145711 1.923923 1.52 -0.54 -1.43 -0.2423
H 2.907286 2.150858 0.311545 -1.65 1.90 -1.13 0.0123
H 4.760128 3.019073 0.818900 0.55 -0.26 -0.04 0.0842
H 6.023096 1.817790 1.199310 -0.57 -0.34 -0.18 0.1025
H 5.445460 2.067938 -0.515688 0.11 -0.07 0.60 0.0866
C 3.472431 -1.122532 -1.386888 0.08 -0.13 -1.03 -0.3834
C 4.572732 -2.070422 -1.895580 0.04 -0.01 -0.13 -0.1245
H 3.402014 -0.252870 -2.059073 0.00 -0.16 0.34 0.0763
H 2.483065 -1.623285 -1.440246 0.45 0.27 0.19 0.0490
H 4.338548 -2.403340 -2.914961 0.05 0.01 0.29 0.0855
H 5.535653 -1.548934 -1.931998 -0.15 -0.16 0.05 0.0865
H 4.672604 -2.952326 -1.251746 0.04 0.17 -0.31 0.0625
C 4.058438 -1.942705 1.326785 -1.42 -0.93 1.57 -0.3782
C 5.161407 -1.916844 2.391356 0.23 0.18 0.12 -0.1065
H 4.175711 -2.836844 0.698559 -0.18 0.51 -0.15 0.0821
H 3.098074 -2.092296 1.847282 0.17 -0.28 0.07 0.0816
H 4.866463 -2.580134 3.220280 0.14 0.34 -0.30 0.0881
H 6.108873 -2.297797 1.993054 -0.19 0.24 0.02 0.0839
H 5.314784 -0.903992 2.780181 -0.01 -0.28 0.02 0.0757
C -0.838162 -3.663337 1.565074 -0.07 -0.08 0.27 -0.4024
C -1.826840 -4.809152 1.769911 0.04 -0.45 0.14 -0.1320
H -0.916502 -2.932817 2.389576 0.15 -0.43 -0.15 0.0733
H 0.181791 -4.086542 1.584889 -0.26 0.38 0.02 0.0900
H -2.857888 -4.490432 1.945644 0.20 0.05 -0.10 0.0608
H -1.826883 -5.526370 0.939956 0.02 0.20 0.10 0.0832
H -1.503842 -5.358625 2.661656 -0.19 0.01 -0.15 0.0854
C 0.197686 -3.401894 -1.178281 -0.52 -0.62 0.04 -0.4011
C 0.148545 -2.794403 -2.586311 0.03 -0.03 -0.02 -0.1409
H -0.041632 -4.479933 -1.194816 0.28 0.28 -0.24 0.0943
H 1.211277 -3.294573 -0.736300 -0.62 -0.10 -0.10 0.0692
H -0.885275 -2.708720 -2.951423 0.32 -0.10 0.00 0.0738
H 0.611184 -1.792139 -2.631353 -0.20 -0.35 0.09 0.0523
H 0.707141 -3.453913 -3.266440 -0.24 0.33 0.08 0.0897
C -2.710646 -2.470704 -0.385951 -0.04 -0.77 -0.88 -0.4512
C -3.570392 -1.886708 0.727670 -0.13 0.11 0.19 -0.1540
H -3.074963 -3.444584 -0.707923 -0.41 -0.03 -0.03 0.0964
H -2.812890 -1.819122 -1.266263 0.25 -0.14 -0.02 0.0651
H -4.512352 -1.521225 0.313192 -0.01 -0.24 0.08 0.0958
H -3.776860 -2.605304 1.519562 -0.04 0.03 -0.08 0.0729
H -3.124543 -1.014660 1.217378 0.15 0.02 0.09 0.0057
C -0.700289 2.321117 3.972089 0.13 0.21 -0.09 -0.0385
C -1.376291 1.138460 3.375045 -0.52 -0.78 0.07 -0.4738
N -2.004593 0.313583 4.224830 0.43 0.17 -0.55 0.2153
O -1.412170 0.878665 2.128781 -0.19 0.37 0.83 -0.2319
H -1.416773 2.917036 4.557573 0.16 -0.18 -0.26 0.1136
H -0.202312 2.916078 3.203043 -0.21 -0.13 0.24 0.0354
H 0.079770 1.958281 4.650745 -0.06 0.12 -0.09 0.0674
H -2.508772 -0.487200 3.855234 0.23 0.23 0.29 0.1287
H -1.842607 0.395530 5.223331 -0.28 0.01 -0.29 0.1433